No. 1
{"formula": "C8H15O2P", "method": "wB97M-V/def2-TZVPD", "energy_ev": -21920.5640, "homo_lumo_gap_ev": 9.4506, "homo_energy_ev": -8.83, "lumo_energy_ev": 0.625, "relative_energy_kj_mol": 350.1, "species": ["P", "O", "O", "C", "C", "C", "C", "C", "C", "C", "C", "H", "H", "H", "H", "H", "H", "H", "H", "H", "H", "H", "H", "H", "H", "H"], "xyz": [[1.1659, 1.4149, -0.6729], [2.3436, 0.2869, -0.5832], [1.2001, 2.1342, 0.5726], [-0.2450, -1.3613, 1.7309], [0.1463, -1.9314, -1.6869], [-0.7033, -1.7560, 0.5586], [-1.8691, 2.3564, 0.0974], [-1.3145, 0.0810, -0.9765], [3.2220, 0.0386, 0.4761], [-1.9709, 0.8824, 0.1770], [-0.6163, -1.0317, -0.6925], [3.4261, -1.0425, 0.7924], [-2.4763, 2.8970, -0.6154], [-0.9508, 2.5557, -0.3863], [1.1191, -2.1758, -1.4286], [-0.2896, -1.7311, 2.7653], [-0.5087, -2.7832, -1.6583], [-1.3683, 0.6232, -2.0383], [0.3199, -0.4316, 1.8337], [3.0685, 0.7163, 1.3896], [-0.0474, -1.5817, -2.6539], [-2.9476, 0.3934, 0.1810], [4.2127, 0.4858, 0.0948], [-1.9822, 2.9387, 0.9767], [-1.3196, -2.5808, 0.5779], [-1.6145, 0.6026, 1.1686]]}

***

No. 2
{"formula": "C8H15P", "method": "wB97M-V/def2-TZVPD", "energy_ev": -17825.7993, "homo_lumo_gap_ev": 9.6669, "homo_energy_ev": -8.96, "lumo_energy_ev": 0.703, "relative_energy_kj_mol": 119.1, "species": ["P", "C", "C", "C", "C", "C", "C", "C", "C", "H", "H", "H", "H", "H", "H", "H", "H", "H", "H", "H", "H", "H", "H", "H"], "xyz": [[2.8126, -0.7037, -0.1535], [1.5222, -1.0634, 0.8374], [2.3714, 1.0626, -0.4504], [-0.8190, -0.2950, 0.0780], [0.4365, 0.1933, 0.9329], [1.1212, 1.4263, 0.2901], [-1.2881, -1.7030, 0.5801], [-0.4693, -0.3769, -1.4542], [-2.0002, 0.6202, 0.0376], [-1.4546, -0.6164, -1.9466], [-0.6343, -2.1608, 1.2341], [-1.8779, 1.5447, -0.5075], [2.3241, 1.1953, -1.5213], [0.2892, -1.1861, -1.7326], [0.0321, 0.4266, 1.8919], [-2.0400, 1.0167, 1.0451], [1.4773, 2.0951, 1.0792], [-3.0044, 0.1936, 0.0149], [3.3124, 1.7374, -0.2732], [0.5290, 1.9985, -0.3642], [-0.1882, 0.6432, -1.6364], [-1.3400, -2.3907, -0.2238], [1.1890, -2.0793, 1.1927], [-2.3011, -1.5780, 1.0499]]}

***

No. 3
{"formula": "C8H16BN6Pt", "method": "wB97M-V/def2-TZVPD", "charge": 1, "energy_ev": -21412.8330, "homo_lumo_gap_ev": [8.6564, 6.4559], "homo_energy_ev": [-11.63, -11.63], "lumo_energy_ev": [-2.971, -5.173], "multiplicity": 3, "species": ["Pt", "N", "N", "N", "N", "N", "N", "C", "C", "C", "C", "C", "C", "C", "C", "B", "H", "H", "H", "H", "H", "H", "H", "H", "H", "H", "H", "H", "H", "H", "H", "H"], "xyz": [[1.2398, 0.0189, 0.1042], [-0.5001, 0.8005, 1.2112], [0.8525, 1.2095, -1.4940], [1.9739, -1.2677, 1.6791], [-1.5196, 1.3638, 0.5477], [0.3858, -2.0999, -0.5353], [-0.3396, 1.7525, -1.7843], [1.6318, 1.2860, -2.5860], [1.1334, -2.4814, 1.7514], [-0.9239, 0.4879, 2.4412], [-2.2442, 0.8884, 2.5920], [-2.5807, 1.4300, 1.3634], [0.9303, 1.9130, -3.6008], [1.0218, -3.0797, 0.3604], [-0.3114, 2.1865, -3.0481], [-1.5904, 1.9629, -0.8854], [-1.1673, 2.6736, -3.4831], [-0.6096, -2.0263, -0.3515], [0.4679, -4.0183, 0.4120], [2.9268, -1.5296, 1.4439], [0.5129, -2.3407, -1.5110], [1.5390, -3.2131, 2.4511], [2.6448, 0.9180, -2.5812], [2.0174, -3.3004, -0.0291], [-3.5003, 1.8786, 1.0278], [0.1406, -2.1923, 2.0995], [-2.5273, 1.4527, -1.4438], [-1.7669, 3.1484, -0.7808], [-2.8579, 0.7990, 3.4706], [1.2753, 2.1390, -4.5939], [2.0121, -0.8037, 2.5807], [-0.2667, 0.0438, 3.1722]]}